141
Properties=species:S:1:pos:R:3:mulliken_charge:R:1 method="wB97M-V/def2-TZVPD" relative_energy_kj_mol=8.61 e_homo_ev=-2.3 charge=-2 gap_ha=0.1826 e_lumo_ev=2.670
Cs -0.522 0.226 -0.749 2.47
O 2.092 1.641 -4.074 -0.42
C 1.176 2.695 -3.815 -0.12
C -0.300 2.290 -3.932 -0.71
N -1.055 2.171 -2.689 0.80
C -1.074 3.385 -1.870 -0.47
C -1.929 3.236 -0.581 -0.26
O -2.745 4.142 -0.345 -0.89
O -1.710 2.202 0.118 -0.43
C -2.414 1.703 -2.996 -0.23
C -2.545 0.161 -3.133 0.35
O -2.752 -0.286 -4.280 -1.02
O -2.447 -0.512 -2.068 -0.35
H 2.231 1.162 -3.244 0.14
H 1.376 3.452 -4.578 0.22
H 1.408 3.139 -2.844 -0.14
H -0.325 1.317 -4.427 0.09
H -0.815 3.005 -4.601 0.39
H -1.486 4.250 -2.411 0.16
H -0.060 3.625 -1.542 0.21
H -2.791 2.111 -3.944 0.20
H -3.079 2.025 -2.197 -0.20
C 4.543 -0.183 3.356 -1.57
C 3.917 1.182 3.383 1.36
C 4.680 2.327 3.581 -0.88
C 4.087 3.583 3.560 -0.94
C 2.726 3.691 3.312 -0.82
C 1.935 2.564 3.139 1.07
C 0.465 2.689 2.884 -1.18
C 2.542 1.323 3.209 -0.11
N 1.782 0.145 3.061 0.20
C 1.097 -0.254 4.038 0.90
C 0.987 0.433 5.374 -2.08
C 0.379 -1.577 3.904 0.95
C 0.270 -2.381 5.180 -2.24
N -0.040 -1.944 2.751 0.46
C -0.643 -3.214 2.596 -0.39
C -1.941 -3.459 3.053 1.70
C -2.759 -2.369 3.686 -1.54
C -2.464 -4.735 2.893 -0.40
C -1.736 -5.736 2.278 -1.16
C -0.466 -5.459 1.785 -0.98
C 0.096 -4.197 1.929 0.87
C 1.462 -3.874 1.391 -1.32
H 5.630 -0.106 3.394 0.42
H 4.259 -0.710 2.441 0.19
H 4.213 -0.802 4.195 0.26
H 5.751 2.227 3.724 0.31
H 4.687 4.474 3.697 0.41
H 2.261 4.667 3.241 0.43
H 0.216 3.709 2.598 0.46
H -0.127 2.443 3.774 0.21
H 0.114 2.036 2.078 0.07
H 1.491 1.396 5.358 0.49
H 1.431 -0.180 6.162 0.45
H -0.064 0.585 5.633 0.33
H 1.248 -2.450 5.663 0.46
H -0.101 -3.382 4.983 0.49
H -0.404 -1.890 5.885 0.37
H -2.525 -2.250 4.749 0.47
H -3.821 -2.591 3.600 0.55
H -2.581 -1.409 3.203 -0.11
H -3.473 -4.931 3.237 0.39
H -2.164 -6.721 2.154 0.38
H 0.104 -6.232 1.279 0.36
H 1.913 -4.752 0.929 0.45
H 2.132 -3.509 2.173 0.28
H 1.402 -3.078 0.645 0.20
O 5.752 -5.212 -3.739 -0.61
N 5.246 -4.732 -4.733 0.94
O 5.638 -4.960 -5.860 -0.62
C 4.067 -3.854 -4.574 -0.05
C 3.274 -3.762 -5.663 -0.68
C 2.072 -3.000 -5.625 1.20
C 1.185 -2.953 -6.717 -0.81
C 0.029 -2.238 -6.588 -1.18
C -0.231 -1.574 -5.371 -0.02
N 0.594 -1.593 -4.346 0.15
C 1.733 -2.294 -4.462 -0.36
C 2.629 -2.349 -3.313 0.01
N 2.286 -1.605 -2.249 0.42
C 3.039 -1.647 -1.176 -1.39
C 4.194 -2.435 -1.088 -1.06
C 4.575 -3.185 -2.167 -1.05
C 3.787 -3.160 -3.337 0.76
H 3.541 -4.298 -6.563 0.48
H 1.427 -3.490 -7.627 0.43
H -0.695 -2.179 -7.389 0.45
H -1.164 -1.033 -5.221 0.49
H 2.750 -1.002 -0.350 1.47
H 4.782 -2.429 -0.180 0.56
H 5.466 -3.786 -2.124 0.46
O 7.596 7.158 -0.412 -0.53
C 6.800 6.775 -1.460 0.68
O 6.845 7.437 -2.468 -0.63
C 5.964 5.582 -1.256 1.02
C 5.151 5.145 -2.311 -0.74
C 4.351 4.033 -2.189 -0.25
C 4.301 3.270 -0.996 -0.58
S 3.308 1.879 -0.838 0.16
C 5.132 3.719 0.056 -0.90
C 5.930 4.832 -0.071 -0.71
H 7.456 6.546 0.317 0.29
H 5.170 5.708 -3.236 0.44
H 3.742 3.705 -3.023 0.42
H 5.122 3.161 0.975 0.42
H 6.533 5.099 0.797 0.14
C -4.917 -4.494 0.404 -0.77
C -3.683 -4.077 -0.064 -0.77
C -3.325 -2.740 0.013 -0.37
C -4.203 -1.789 0.531 0.76
C -5.433 -2.227 1.022 -0.43
C -5.787 -3.567 0.968 -0.72
P -3.638 -0.026 0.399 0.28
C -4.911 0.583 -0.782 0.39
C -5.216 1.946 -0.769 -0.67
C -6.112 2.475 -1.687 -0.66
C -6.708 1.655 -2.636 -0.71
C -6.390 0.304 -2.669 -0.47
C -5.497 -0.229 -1.749 -0.46
C -4.329 0.734 1.942 0.27
C -3.369 1.195 2.843 -0.61
C -3.734 1.803 4.037 -0.56
C -5.076 1.961 4.351 -0.75
C -6.045 1.532 3.452 -0.93
C -5.673 0.939 2.255 -0.23
H -5.198 -5.540 0.347 0.32
H -2.986 -4.793 -0.479 0.43
H -2.340 -2.436 -0.323 0.82
H -6.126 -1.515 1.450 0.18
H -6.751 -3.885 1.350 0.35
H -4.717 2.610 -0.070 0.46
H -6.321 3.538 -1.671 0.41
H -7.399 2.070 -3.361 0.35
H -6.819 -0.339 -3.428 0.37
H -5.229 -1.276 -1.810 0.31
H -2.321 1.115 2.572 0.63
H -2.969 2.180 4.706 0.43
H -5.367 2.436 5.280 0.35
H -7.096 1.675 3.678 0.39
H -6.438 0.664 1.539 0.38

17
Properties=species:S:1:pos:R:3:mulliken_charge:R:1 method="wB97M-V/def2-TZVPD" relative_energy_kj_mol=678.85 e_homo_ev=-5.7 gap_ha=0.0987 e_lumo_ev=-3.011
C -3.529 -0.004 0.033 -0.70
C 2.187 -1.039 -0.886 -0.92
C 1.782 -0.259 0.182 1.07
C 2.720 0.226 1.064 -0.87
C 0.364 0.232 0.186 -1.08
N -2.501 0.806 -0.527 -0.44
H -3.115 -0.612 0.839 0.24
H -4.341 0.622 0.444 0.28
H 3.226 -1.252 -1.103 0.31
H 1.483 -1.298 -1.668 0.29
H 2.447 0.916 1.851 0.29
H 3.776 0.106 0.851 0.28
H 0.173 1.145 0.743 0.35
H 0.124 0.511 -0.842 0.30
H -0.339 -0.548 0.467 0.21
H -2.876 1.365 -1.294 0.14
H -4.026 -0.688 -0.679 0.25

17
Properties=species:S:1:pos:R:3:lowdin_spin:R:1 method="wB97M-V/def2-TZVPD" spin_multiplicity=5 relative_energy_kj_mol=76.35 e_homo_ev="-9.4 / -12.8" charge=+1 gap_ha="0.2218 / 0.2616" e_lumo_ev="-3.381 / -5.697"
C -2.326 -1.283 -1.859 0.15
Os -0.225 -0.766 -0.151 2.95
N 0.659 0.312 -1.698 0.11
H -1.251 -1.311 1.008 0.07
H -2.315 -0.395 -1.264 0.01
H -3.204 -1.838 -1.543 0.01
H -1.348 -1.783 -1.540 0.11
H -2.371 -0.978 -2.898 0.01
H 1.682 0.127 -1.627 0.02
H 0.524 1.333 -1.583 0.01
H 0.376 0.077 -2.660 0.01
C 1.922 1.310 2.956 0.05
C 1.038 0.713 2.003 0.28
N 0.397 0.084 1.261 0.18
H 2.905 0.828 2.914 0.01
H 1.500 1.199 3.955 0.00
H 2.037 2.370 2.726 0.01

21
Properties=species:S:1:pos:R:3:lowdin_spin:R:1 method="wB97M-V/def2-TZVPD" spin_multiplicity=2 relative_energy_kj_mol=393.60 e_homo_ev="-20.4 / -20.3" charge=+2 gap_ha="0.4394 / 0.2422" e_lumo_ev="-8.460 / -13.737"
O -1.528 -0.794 0.601 0.22
C -0.415 -0.667 0.212 0.02
N 0.590 -1.559 -0.029 0.61
C 1.547 -1.395 -1.236 0.06
C 0.855 -1.296 -2.589 0.04
C -0.103 0.833 0.068 -0.01
N -0.495 1.390 1.378 0.00
C -0.625 2.940 1.643 0.00
H 0.393 -2.436 0.259 0.02
H 2.298 -0.631 -0.897 0.03
H 2.206 -2.424 -1.320 0.00
H 0.702 -2.268 -3.040 0.00
H 1.338 -0.773 -3.406 0.00
H -0.135 -0.908 -2.388 0.00
H 0.974 1.099 -0.099 0.00
H -0.490 1.151 -0.895 0.00
H -1.317 0.864 1.838 0.00
H 0.232 1.165 2.096 0.00
H -1.262 3.572 0.823 0.00
H 0.293 3.460 1.669 0.00
H -1.237 3.179 2.527 0.00

63
Properties=species:S:1:pos:R:3:mulliken_charge:R:1 method="wB97M-V/def2-TZVPD" relative_energy_kj_mol=0.00 e_homo_ev=-4.7 charge=-1 gap_ha=0.2719 e_lumo_ev=2.695
Cd 0.037 0.329 0.028 2.21
C -3.305 1.799 1.220 -1.21
C -3.411 0.765 0.104 -1.00
N -2.383 -0.278 0.118 0.90
C -2.521 -1.069 -1.122 -1.01
C -1.607 -2.327 -1.279 -0.76
C -2.391 -1.114 1.336 -0.92
C -1.676 -0.512 2.553 -1.00
N -0.421 0.143 2.179 0.40
C 0.414 0.579 3.147 -0.12
C 1.598 1.286 2.798 0.18
F 1.836 1.517 1.492 -0.37
C 2.516 1.764 3.691 0.00
F 3.592 2.410 3.215 -0.33
C 2.362 1.610 5.055 -0.53
C 1.218 0.951 5.441 0.07
F 0.985 0.764 6.750 -0.33
C 0.281 0.462 4.554 0.35
F -0.796 -0.144 5.103 -0.35
H -3.896 2.677 0.948 0.39
H -2.266 2.102 1.372 0.03
H -3.692 1.425 2.168 0.32
H -3.327 1.273 -0.859 0.52
H -4.406 0.297 0.122 0.35
H -2.310 -0.384 -1.944 0.39
H -3.559 -1.407 -1.235 0.49
H 0.226 -1.894 -0.489 0.31
H -1.244 -2.336 -2.309 0.33
H -2.233 -3.209 -1.153 0.48
H -1.862 -2.025 1.090 0.10
H -3.419 -1.379 1.624 0.10
H -1.512 -1.357 3.224 0.66
H -2.328 0.178 3.088 0.48
H 3.093 1.970 5.767 0.47
N -0.365 2.793 -0.413 -0.61
C -0.822 2.823 -1.824 -0.59
C -0.034 1.842 -2.707 0.37
O 0.237 2.197 -3.863 -0.78
N 0.270 0.690 -2.106 0.09
C 1.164 -0.230 -2.795 -0.97
C 1.939 -1.152 -1.845 0.47
O 2.866 -1.802 -2.311 -0.74
O 1.517 -1.220 -0.607 -0.80
H 0.605 3.086 -0.370 0.24
H -0.887 3.439 0.160 0.21
H -1.876 2.534 -1.847 0.09
H -0.733 3.799 -2.288 0.37
H 0.614 -0.900 -3.464 0.25
H 1.874 0.298 -3.423 0.52
O -0.541 -2.484 -0.353 -0.76
S 1.104 -3.825 2.297 -0.20
C 2.243 -4.082 0.899 0.20
C 1.885 -5.451 0.338 -0.79
C 0.357 -5.513 0.320 -0.27
C -0.145 -5.009 1.679 -0.52
H 3.264 -4.030 1.273 0.47
H 2.109 -3.288 0.166 -0.49
H 2.287 -6.235 0.986 0.30
H 2.304 -5.585 -0.663 0.37
H -0.011 -6.521 0.116 0.45
H -0.011 -4.847 -0.461 -0.13
H -0.242 -5.822 2.401 0.51
H -1.107 -4.501 1.590 0.13

15
Properties=species:S:1:pos:R:3:mulliken_charge:R:1 method="wB97M-V/def2-TZVPD" relative_energy_kj_mol=190.53 e_homo_ev=-10.0 gap_ha=0.3981 e_lumo_ev=0.801
C 1.980 0.820 1.505 -1.04
C 1.313 0.093 0.123 0.33
C 2.117 -0.373 -0.878 -0.94
C -0.227 -0.019 0.049 0.59
C -1.015 1.325 0.125 -0.32
H 2.251 1.929 1.278 0.28
H 3.074 0.236 1.543 0.35
H 1.358 0.480 2.342 0.35
H 1.802 -0.879 -1.860 0.26
H 3.140 -0.442 -0.540 0.27
H -2.232 1.297 0.096 0.27
H -0.672 1.963 0.975 0.25
F -0.512 1.828 -1.104 -0.27
Cl -0.752 -0.926 -1.296 -0.19
Cl -0.961 -0.963 1.329 -0.18

111
Properties=species:S:1:pos:R:3:lowdin_spin:R:1 method="wB97M-V/def2-TZVPD" spin_multiplicity=2 e_homo_ev="-9.1 / -8.9" charge=+1 gap_ha="0.1640 / 0.1556" e_lumo_ev="-4.679 / -4.670"
Re 0.148 1.038 -0.356 0.79
C 0.935 -0.153 -6.708 0.00
C 1.051 -1.484 -6.294 0.00
C 0.788 -1.859 -4.988 0.00
C 0.447 -0.865 -4.080 0.00
C 0.129 -0.885 -2.666 0.00
N -0.060 0.422 -2.248 -0.01
C -0.037 1.244 -3.336 -0.01
N -0.461 2.488 -3.356 0.00
C -1.043 3.074 -2.336 0.01
C -1.767 4.309 -2.507 0.01
C -1.999 5.109 -3.621 0.00
C -2.831 6.200 -3.462 0.01
C -3.426 6.493 -2.227 0.00
C -3.192 5.709 -1.115 0.01
C -2.350 4.611 -1.272 0.00
C -1.990 3.550 -0.376 0.05
N -2.433 3.548 0.877 0.00
C -2.590 2.637 1.738 0.04
N -2.412 1.152 1.435 0.03
C -1.347 0.846 2.433 0.00
N -0.775 -0.491 2.598 0.00
C -0.785 -1.323 1.450 -0.04
N -0.420 -0.875 0.229 0.00
C -0.404 -1.956 -0.655 -0.02
N -0.086 -1.942 -1.935 -0.01
C -0.742 -3.128 0.085 -0.01
C -0.834 -4.468 -0.290 0.00
C -1.148 -5.390 0.684 -0.01
C -1.369 -4.995 2.016 0.00
C -1.287 -3.676 2.402 -0.01
C -0.971 -2.725 1.423 0.00
C -1.898 1.562 3.647 0.01
C -1.711 1.339 4.992 0.00
C -2.195 2.298 5.879 0.01
C -2.827 3.447 5.420 0.00
C -3.029 3.665 4.065 0.01
C -2.570 2.701 3.182 0.00
N -1.171 2.627 -1.020 0.00
C 0.349 0.476 -4.496 0.00
C 0.568 0.840 -5.818 0.00
H 1.125 0.094 -7.743 0.00
H 1.333 -2.238 -7.017 0.00
H 0.840 -2.894 -4.683 0.00
H -1.550 4.865 -4.573 0.00
H -3.041 6.843 -4.306 0.00
H -4.092 7.341 -2.152 0.00
H -3.639 5.924 -0.155 0.00
H -0.648 -4.755 -1.315 0.00
H -1.221 -6.439 0.427 0.00
H -1.601 -5.752 2.754 0.00
H -1.457 -3.377 3.428 0.00
H -1.204 0.452 5.339 0.00
H -2.062 2.145 6.940 0.00
H -3.168 4.187 6.131 0.00
H -3.539 4.547 3.704 0.00
H 0.448 1.869 -6.126 0.00
C -5.032 -3.377 1.101 0.00
O -5.089 -2.310 0.157 0.00
P -3.810 -1.519 -0.398 0.00
O -4.482 -1.178 -1.806 0.00
C -3.832 -0.399 -2.805 0.00
O -4.138 0.028 0.295 0.00
C -3.733 0.397 1.551 0.00
H -5.438 -3.033 2.052 0.00
H -4.014 -3.742 1.245 0.00
H -5.649 -4.189 0.721 0.00
H -4.445 -0.476 -3.699 0.00
H -2.828 -0.776 -3.019 0.00
H -3.770 0.648 -2.502 0.00
H -4.465 1.099 1.955 0.00
H -2.101 1.015 0.459 0.01
H -3.589 -0.429 2.258 0.00
N 2.142 2.050 5.534 0.00
C 1.511 1.738 4.350 0.00
C 1.121 0.497 4.019 0.00
C 0.561 0.212 2.677 0.00
N -0.022 1.398 1.970 0.01
C 0.411 2.699 2.390 0.00
C 1.167 2.859 3.469 0.00
H 2.595 1.286 6.008 0.00
H 2.660 2.912 5.556 0.00
H 1.356 -0.365 4.629 0.00
H 1.309 -0.316 2.091 0.00
H 0.088 3.526 1.773 0.00
H 1.521 3.848 3.727 0.00
S 3.731 -1.188 2.482 0.03
P 3.681 -0.974 0.528 0.01
S 2.524 0.640 -0.163 0.06
C 3.283 -2.529 -0.334 0.00
C 3.143 -2.574 -1.716 0.00
C 3.120 -3.799 -2.360 0.00
C 3.205 -4.975 -1.629 0.00
C 3.287 -4.929 -0.247 0.00
C 3.330 -3.706 0.404 0.00
C 5.365 -0.645 -0.103 0.00
C 5.651 -0.677 -1.467 0.00
C 6.967 -0.717 -1.894 0.00
C 8.001 -0.689 -0.969 0.00
C 7.719 -0.577 0.382 0.00
C 6.403 -0.565 0.819 0.00
H 3.045 -1.664 -2.292 0.00
H 3.054 -3.830 -3.438 0.00
H 3.199 -5.929 -2.140 0.00
H 3.337 -5.844 0.328 0.00
H 3.415 -3.659 1.482 0.00
H 4.856 -0.670 -2.197 0.00
H 7.184 -0.794 -2.951 0.00
H 9.026 -0.746 -1.310 0.00
H 8.522 -0.531 1.106 0.00
H 6.173 -0.514 1.874 0.00

16
Properties=species:S:1:pos:R:3:mulliken_charge:R:1 method="wB97M-V/def2-TZVPD" relative_energy_kj_mol=62.49 e_homo_ev=-9.9 gap_ha=0.3967 smiles="CCNC(=O)OC" e_lumo_ev=0.939
C -1.833 0.774 0.976 -1.06
C -1.765 -0.538 0.166 -0.42
N -0.656 -0.522 -0.771 -0.23
C 0.554 -0.342 -0.174 0.66
O 0.840 -0.742 0.935 -0.60
O 1.400 0.330 -0.978 -0.37
C 2.758 0.042 -0.673 -0.62
H -1.758 1.672 0.347 0.29
H -2.766 0.830 1.539 0.35
H -1.008 0.835 1.698 0.32
H -1.579 -1.375 0.844 0.24
H -2.671 -0.779 -0.401 0.39
H -0.778 -0.072 -1.668 0.26
H 3.339 0.521 -1.458 0.23
H 3.038 0.410 0.316 0.27
H 2.885 -1.043 -0.697 0.30

14
Properties=species:S:1:pos:R:3:mulliken_charge:R:1 method="wB97M-V/def2-TZVPD" relative_energy_kj_mol=104.44 e_homo_ev=-9.6 gap_ha=0.3881 smiles="C=C(C)CC=O" e_lumo_ev=0.962
C 1.774 0.405 0.310 -1.27
C 0.287 0.375 0.076 0.79
C -0.259 -0.992 -0.297 -0.30
C -1.771 -1.078 -0.344 -0.17
O -2.469 -0.933 0.632 -0.45
C -0.475 1.461 0.182 -0.96
H 2.052 -0.259 1.137 0.30
H 2.118 1.415 0.551 0.35
H 2.322 0.059 -0.576 0.30
H -1.547 1.438 0.012 0.26
H 0.081 -1.719 0.452 0.27
H 0.163 -1.312 -1.260 0.31
H -2.227 -1.278 -1.339 0.31
H -0.049 2.419 0.467 0.26

34
Properties=species:S:1:pos:R:3:mulliken_charge:R:1 method="wB97M-V/def2-TZVPD" relative_energy_kj_mol=189.77 e_homo_ev=-7.4 gap_ha=0.3009 e_lumo_ev=0.798
C 0.069 2.174 -1.521 -1.20
C -0.775 -1.798 -1.602 -1.13
C -2.888 0.192 1.605 -1.44
C 2.448 1.043 1.408 -1.20
C 1.975 -2.031 0.881 -1.36
C -0.829 1.741 -0.324 -0.87
C -1.562 -0.570 -1.153 -0.82
C -1.490 -0.147 1.264 -0.84
C -0.874 0.263 -0.044 1.21
N 2.323 -0.172 -1.248 -0.30
Si 1.675 -0.256 0.266 0.25
H -0.011 3.190 -1.640 0.52
H -0.257 1.649 -2.358 0.30
H 1.191 1.933 -1.377 0.16
H -1.290 -2.471 -2.185 0.56
H -0.400 -2.239 -0.682 0.18
H 0.201 -1.565 -2.029 0.07
H -3.488 -0.684 1.861 0.33
H -3.260 0.681 0.738 0.36
H -2.985 0.872 2.402 0.37
H 2.347 2.118 1.205 0.37
H 1.808 1.035 2.271 0.31
H 3.490 0.884 1.697 0.39
H 2.599 -2.034 1.736 0.45
H 1.231 -2.688 1.252 0.42
H 2.341 -2.605 0.054 0.39
H -0.600 2.270 0.617 0.37
H -1.836 2.098 -0.588 0.36
H -1.910 0.018 -1.978 0.50
H -2.427 -1.033 -0.699 0.35
H -0.798 0.175 2.072 0.31
H -1.408 -1.311 1.274 0.22
H 3.255 0.071 -1.201 0.20
H 2.138 -0.801 -1.974 0.20

| no. | F_max (eV/A) |
| --- | --- |
| 1 | 4.29 |
| 2 | 0.53 |
| 3 | 8.43 |
| 4 | 5.03 |
| 5 | 2.07 |
| 6 | 4.81 |
| 7 | 1.26 |
| 8 | 0.43 |
| 9 | 0.65 |
| 10 | 4.23 |